No. 1
# C16H25N3OS

A molecular structure, C16H25N3OS at a distorted geometry (ωB97M-V with the def2-TZVPD basis set, the Open Molecules 2025 dataset).

The calculation puts the energy above the lowest of the compared OMol25 structures with the same formula, charge and spin at 299.4 kcal per mole. Its HOMO energy is -0.30393 Ha. For the total energy, the calculation gives -1261.9110 a.u. The HOMO-LUMO gap comes out at 8.92 eV.

Structure (XYZ):
```
46
C16H25N3OS | the Open Molecules 2025 dataset | ωB97M-V with the def2-TZVPD basis set
C 2.274 -4.871 0.757
C 1.529 -3.581 1.180
C 1.439 -2.437 0.451
C 0.968 -1.370 0.854
C 0.413 -1.454 1.981
C 0.557 -2.520 2.975
C 1.252 -3.664 2.517
H 0.938 -4.618 3.123
C -0.201 -2.540 4.389
H -0.795 -3.279 4.481
H -0.770 -1.538 4.742
H 0.567 -2.630 5.212
H 0.002 -0.520 2.363
N 0.907 -0.154 0.261
C 1.057 0.001 -1.190
N 1.158 1.408 -1.360
H 0.547 1.988 -0.917
C 1.086 1.914 -2.759
H 1.323 2.961 -2.747
C -0.376 2.080 -3.192
H -0.464 2.282 -4.345
H -0.807 1.050 -3.085
C -1.295 3.085 -2.368
N -1.336 2.694 -0.958
C -2.733 1.488 -0.902
C -2.631 1.250 0.498
O -2.801 2.254 1.188
C -2.070 3.343 1.304
C -1.713 3.759 -0.207
H -1.023 4.611 -0.351
H -2.920 4.194 -0.494
H -2.340 4.021 1.788
H -0.973 2.993 1.562
H -3.325 0.407 0.542
H -1.584 0.687 0.810
H -2.249 0.810 -1.368
H -3.587 1.862 -1.385
H -0.559 4.143 -2.367
H -2.255 3.195 -2.933
H 1.598 1.201 -3.202
S 1.672 -0.879 -2.334
H 0.838 0.611 0.955
H 2.087 -2.681 -0.513
H 1.952 -5.885 1.171
H 2.018 -5.182 -0.258
H 3.272 -4.805 0.794
```

Charges per atom according to Mulliken partitioning, unit e:
1. C -1.6358
2. C 0.1836
3. C -0.0060
4. C 0.9540
5. C -0.1965
6. C -0.1500
7. C -0.7121
8. H 0.1835
9. C -1.3859
10. H 0.4364
11. H 0.2594
12. H 0.3255
13. H 0.2633
14. N -0.2477
15. C 0.3456
16. N -0.4569
17. H 0.6134
18. C -1.3421
19. H 0.3429
20. C -0.3893
21. H 0.3690
22. H 0.1927
23. C -0.5087
24. N 0.0839
25. C -1.1799
26. C 0.2603
27. O -0.4075
28. C -0.9546
29. C -0.5416
30. H 0.4679
31. H 0.2144
32. H 0.6906
33. H 0.1744
34. H 0.3777
35. H -0.0058
36. H 0.5446
37. H 0.3668
38. H 0.1912
39. H 0.3315
40. H 0.7071
41. S -0.4713
42. H 0.4180
43. H 0.1042
44. H 0.3489
45. H 0.4408
46. H 0.3999

No. 2
# C16H25NO11

4 unconnected molecules or ions with the total composition C16H25NO11 (ωB97M-V with the def2-TZVPD basis set, the Open Molecules 2025 dataset).

The calculation puts the energy above the lowest of the compared OMol25 structures with the same formula, charge and spin at 0.0 kcal per mole. Its HOMO energy is -0.34802 Ha. For the total energy, the calculation gives -1507.1114 a.u. Its SMILES is C[C@@H]1COC(=O)O1.C[C@@H]1COC(=O)O1.C[C@@H]1COC(=O)O1.C=CCNC(=O)O. The HOMO-LUMO gap comes out at 9.91 eV.

Structure (XYZ):
```
53
C16H25NO11 | the Open Molecules 2025 dataset | ωB97M-V with the def2-TZVPD basis set
C -0.366 6.221 2.677
C 0.159 4.982 2.004
C 1.516 5.116 1.343
O 1.434 4.150 0.287
C 0.129 4.002 -0.038
O -0.268 3.397 -0.980
O -0.657 4.620 0.870
H -1.351 6.039 3.103
H 0.307 6.525 3.480
H -0.457 7.038 1.960
H 0.152 4.133 2.695
H 2.350 4.881 1.999
H 1.661 6.105 0.900
C -0.511 -3.057 -5.548
C -1.249 -3.228 -6.849
C -1.532 -1.953 -7.614
O -2.733 -2.284 -8.325
C -3.384 -3.240 -7.618
O -4.492 -3.604 -7.836
O -2.590 -3.713 -6.630
H -0.368 -4.014 -5.051
H 0.469 -2.613 -5.723
H -1.068 -2.416 -4.869
H -0.743 -3.954 -7.493
H -0.749 -1.677 -8.315
H -1.743 -1.115 -6.947
C 1.106 -2.733 6.105
C 1.373 -1.533 5.236
C 2.269 -0.470 5.836
O 1.799 0.721 5.190
C 0.502 0.523 4.850
O -0.231 1.372 4.460
O 0.166 -0.775 5.012
H 0.438 -3.431 5.602
H 2.040 -3.248 6.329
H 0.633 -2.430 7.039
H 1.750 -1.841 4.256
H 3.325 -0.614 5.627
H 2.116 -0.364 6.913
C -0.006 0.661 1.378
C -0.204 -0.556 0.886
C -0.845 -0.773 -0.459
N -0.837 -2.202 -0.877
C 0.332 -2.535 -1.568
O 0.441 -2.633 -2.765
O 1.356 -2.746 -0.720
H -0.306 1.527 0.799
H 0.411 0.798 2.362
H 0.073 -1.429 1.468
H -1.881 -0.439 -0.428
H -0.324 -0.157 -1.199
H -1.576 -2.330 -1.561
H 2.166 -2.704 -1.252
```

Charges per atom according to Mulliken partitioning, unit e:
1. C -1.4761
2. C 0.6512
3. C -0.4787
4. O -0.3196
5. C 0.6759
6. O -0.5507
7. O -0.3458
8. H 0.3550
9. H 0.3815
10. H 0.3562
11. H 0.1593
12. H 0.3099
13. H 0.3127
14. C -1.4085
15. C 0.5116
16. C -0.4847
17. O -0.3261
18. C 0.6351
19. O -0.5275
20. O -0.3500
21. H 0.3664
22. H 0.3861
23. H 0.3096
24. H 0.2662
25. H 0.3100
26. H 0.3134
27. C -1.5119
28. C 0.5769
29. C -0.5061
30. O -0.3180
31. C 0.6580
32. O -0.5030
33. O -0.3384
34. H 0.3639
35. H 0.3889
36. H 0.3578
37. H 0.2413
38. H 0.3006
39. H 0.3155
40. C -0.2539
41. C 0.1097
42. C -0.8468
43. N -0.3440
44. C 0.5264
45. O -0.5459
46. O -0.4161
47. H -0.0116
48. H -0.1079
49. H 0.3593
50. H 0.4499
51. H 0.3831
52. H 0.3131
53. H 0.3269

No. 3
# C16H25NO5

A single C16H25NO5 molecule (ωB97M-V with the def2-TZVPD basis set, the Open Molecules 2025 dataset).

The calculation puts the energy above the lowest of the compared OMol25 structures with the same formula, charge and spin at 2.6 kcal per mole. Its HOMO energy is -0.31834 Ha. For the total energy, the calculation gives -1055.6106 a.u. Its SMILES is CCCOc1ccc(CN(CCO)CCO)cc1C(=O)OC. The HOMO-LUMO gap comes out at 9.15 eV.

Structure (XYZ):
```
47
C16H25NO5 | the Open Molecules 2025 dataset | ωB97M-V with the def2-TZVPD basis set
C 4.172 2.273 2.791
C 3.576 3.440 2.014
C 2.146 3.145 1.571
O 2.201 2.058 0.667
C 1.069 1.569 0.132
C -0.203 2.095 0.362
C -1.327 1.521 -0.202
C -1.228 0.414 -1.036
C -2.453 -0.254 -1.595
N -3.021 -1.181 -0.617
C -2.102 -2.199 -0.139
C -1.642 -3.260 -1.165
O -0.461 -3.904 -0.761
C -4.332 -1.691 -0.995
C -5.173 -1.896 0.272
O -5.163 -0.736 1.062
C 0.032 -0.105 -1.274
C 1.176 0.436 -0.697
C 2.437 -0.297 -0.951
O 2.454 -1.443 -1.344
O 3.543 0.405 -0.704
C 4.770 -0.274 -0.915
H 3.606 2.089 3.702
H 4.149 1.376 2.179
H 5.203 2.485 3.063
H 3.569 4.342 2.629
H 4.177 3.631 1.125
H 1.715 4.027 1.078
H 1.526 2.885 2.440
H -0.325 2.959 0.996
H -2.298 1.942 0.012
H -2.204 -0.746 -2.549
H -3.216 0.503 -1.796
H -1.213 -1.687 0.241
H -2.568 -2.707 0.707
H -1.511 -2.797 -2.153
H -2.387 -4.054 -1.258
H 0.272 -3.275 -0.779
H -4.826 -0.935 -1.610
H -4.285 -2.623 -1.573
H -6.214 -2.097 0.007
H -4.793 -2.752 0.847
H -4.252 -0.409 1.038
H 0.163 -0.961 -1.919
H 4.863 -0.576 -1.961
H 4.825 -1.167 -0.289
H 5.555 0.429 -0.650
```

Charges per atom according to Mulliken partitioning, unit e:
1. C -1.0710
2. C -0.5597
3. C -0.7989
4. O -0.3536
5. C 0.9801
6. C -0.7122
7. C -0.9338
8. C 0.0187
9. C -1.5651
10. N 0.3235
11. C -0.7701
12. C -0.4481
13. O -0.5703
14. C -0.5796
15. C -0.4999
16. O -0.5751
17. C -0.2167
18. C 0.3670
19. C 0.4984
20. O -0.6508
21. O -0.2265
22. C -0.8082
23. H 0.3204
24. H 0.2096
25. H 0.3541
26. H 0.3724
27. H 0.2719
28. H 0.4469
29. H 0.4784
30. H 0.3770
31. H 0.4506
32. H 0.3251
33. H 0.6821
34. H 0.4623
35. H 0.2024
36. H 0.2343
37. H 0.4074
38. H 0.3143
39. H 0.4055
40. H 0.3009
41. H 0.4054
42. H 0.2589
43. H 0.3717
44. H 0.5714
45. H 0.3338
46. H 0.3420
47. H 0.2531

No. 4
# C16H26AsIN6NdS6

A molecular structure, C16H26AsIN6NdS6 at a distorted geometry (ωB97M-V with the def2-TZVPD basis set, the Open Molecules 2025 dataset).

The calculation puts the energy above the lowest of the compared OMol25 structures with the same formula, charge and spin at 28.1 kcal per mole. Its HOMO energy (spin up / spin down) is -0.15194 / -0.15221 Ha. For the total energy, the calculation gives -6438.0758 a.u. The expectation value of S² is 3.75. Its spin multiplicity is 4. The HOMO-LUMO gap (spin up / spin down) comes out at 6.26 / 6.27 eV. The charge is -1.

Structure (XYZ):
```
57
C16H26AsIN6NdS6 | the Open Molecules 2025 dataset | ωB97M-V with the def2-TZVPD basis set
Nd 0.496 0.445 0.541
N 0.833 -2.235 -0.014
C -0.216 -3.138 -0.466
C -1.513 -2.774 0.262
N -1.849 -1.364 0.109
C -2.720 -1.065 -1.019
C -1.895 -0.851 -2.297
N -0.778 0.039 -2.014
H 0.979 -2.420 0.983
H 1.711 -2.444 -0.488
H -0.327 -3.034 -1.546
H 0.014 -4.194 -0.250
H -2.334 -3.417 -0.093
H -1.351 -2.965 1.328
H -2.282 -1.062 0.980
H -3.448 -1.872 -1.205
H -3.276 -0.149 -0.809
H -1.506 -1.812 -2.637
H -2.565 -0.462 -3.082
H -0.056 -0.065 -2.722
H -1.104 1.004 -2.049
S -0.015 1.483 5.465
As 0.224 1.084 3.439
S 2.206 1.363 2.636
S -0.269 -1.034 2.952
S -1.081 2.207 2.121
S -2.483 4.932 -1.404
C -1.411 3.557 -1.436
N -1.794 2.513 -0.793
C -3.000 2.724 -0.175
C -3.662 1.847 0.682
C -4.854 2.238 1.252
C -5.410 3.486 0.983
C -4.760 4.385 0.163
C -3.557 3.998 -0.403
H -0.481 3.623 -1.970
H -3.202 0.910 0.941
H -5.354 1.576 1.943
H -6.347 3.763 1.447
H -5.156 5.372 -0.017
I 2.621 0.037 -2.466
C 1.935 1.709 -1.134
H 1.664 2.461 -1.890
H 2.898 2.040 -0.720
C 5.482 -3.689 1.428
N 4.240 -3.526 2.125
C 3.689 -4.392 3.044
C 2.533 -3.845 3.480
N 2.369 -2.653 2.829
C 3.410 -2.452 1.985
S 3.605 -1.236 0.868
H 6.324 -3.697 2.124
H 5.584 -2.844 0.748
H 5.478 -4.617 0.857
H 4.164 -5.317 3.300
H 1.808 -4.208 4.177
H 1.584 -1.984 3.004
```

Charges per atom according to Mulliken partitioning, unit e:
1. Nd 0.8201
2. N 0.1118
3. C -0.6633
4. C -0.9514
5. N 0.1876
6. C -0.5052
7. C -0.9400
8. N 0.0376
9. H -0.2162
10. H 0.2636
11. H 0.2683
12. H 0.4518
13. H 0.3222
14. H 0.4129
15. H 0.2418
16. H 0.2844
17. H 0.0865
18. H 0.2919
19. H 0.4580
20. H 0.0996
21. H 0.1402
22. S -0.5771
23. As 0.4240
24. S -0.4468
25. S -0.6729
26. S -0.3748
27. S -0.2962
28. C -0.2220
29. N 0.3013
30. C -0.8216
31. C 0.2469
32. C -0.9375
33. C -0.4907
34. C -0.4228
35. C 0.4396
36. H 0.2884
37. H 0.7096
38. H 0.3966
39. H 0.3713
40. H 0.3846
41. I -0.1656
42. C -0.9755
43. H 0.1977
44. H 0.3898
45. C -0.8890
46. N 0.1739
47. C -0.4391
48. C -0.6511
49. N 0.3687
50. C 0.1943
51. S -0.4997
52. H 0.3307
53. H 0.2518
54. H 0.3427
55. H 0.4601
56. H 0.4310
57. H -0.0225

Q: Among the records above, which one has the highest energy above the lowest of the compared OMol25 structures with the same formula, charge and spin?
A: C16H25N3OS

Q: Which of these has the lowest energy above the lowest of the compared OMol25 structures with the same formula, charge and spin?
A: C16H25NO11

Q: The highest energy above the lowest of the compared OMol25 structures with the same formula, charge and spin belongs to which entry?
A: C16H25N3OS

Q: total energy of number 2 (C16H25NO11)?
A: -1507.1114 a.u.